[1]
A molecular structure, C2H6N4O2. Source: OMol25; level of theory: ωB97M-V/def2-TZVPD.

Summary:
Calculated total energy (Ha): -448.95086
Net charge: 0
LUMO (eV): 0.173
Spin multiplicity: 1
Orbital gap (eV): 8.0

XYZ file:
```
14
C2H6N4O2 (ωB97M-V/def2-TZVPD)
C -0.78912 -0.26525 -0.01937
C 2.72348 -0.67419 0.14401
H 0.77025 1.68661 -0.35228
H -0.53411 2.87909 -0.01379
H -1.69563 -2.45078 0.11892
H -2.93731 0.42148 -0.09365
H 3.02368 -1.31376 1.12911
H 3.40080 -0.31672 -0.60729
N -0.13833 2.02033 0.19052
N -1.20298 0.99959 0.02163
N -1.69129 -1.10292 0.24558
N 1.58627 -0.26336 -0.59228
O -3.10025 -0.73231 -0.25164
O 0.58454 -0.88781 0.08053
```


[2]
19 unconnected molecules or ions with the total composition C4H36BO26. Source: OMol25; level of theory: ωB97M-V/def2-TZVPD.

Summary:
Calculated total energy (Ha): -2155.46788
Net charge: -1
LUMO (eV): 2.024
Spin multiplicity: 1
Orbital gap (eV): 10.2

XYZ file:
```
67
C4H36BO26 (ωB97M-V/def2-TZVPD)
O -1.83686 -22.14991 -36.19987
C -1.00850 -21.45538 -36.78359
O -0.63541 -21.58464 -38.06779
B 0.09578 -20.42183 -38.61287
O 0.23823 -19.65427 -37.40353
C -0.34889 -20.12010 -36.31792
O -0.35846 -19.61459 -35.18654
O -0.73237 -19.72679 -39.60520
C -0.15166 -19.71964 -40.81967
O -0.53748 -19.25790 -41.86655
C 1.23966 -20.41839 -40.59238
O 1.37831 -20.67726 -39.33123
O 2.10716 -20.54308 -41.42807
O 4.37099 -20.05329 -38.89030
H 4.71915 -19.22006 -38.57288
H 3.43876 -19.88646 -39.02940
O -4.46956 -23.11545 -37.57707
H -4.68851 -22.46800 -36.90691
H -5.28291 -23.60029 -37.71716
O -1.26058 -20.96625 -32.53720
H -1.46221 -20.49274 -31.73013
H -0.65813 -20.39103 -33.00881
O 0.99337 -16.68490 -39.08474
H 0.08449 -16.98489 -39.07147
H 1.23477 -16.69151 -40.01098
O 2.85195 -22.78813 -42.95185
H 2.29398 -23.15057 -43.64000
H 2.30402 -22.13384 -42.51837
O 2.22601 -18.93941 -34.83112
H 1.38628 -19.14430 -34.41990
H 2.49820 -18.11692 -34.42412
O 2.01996 -18.14086 -43.96432
H 2.82809 -18.53616 -44.29124
H 1.46034 -18.88565 -43.74445
O -1.58009 -16.70529 -38.67985
H -1.73438 -16.51161 -39.60447
H -1.94552 -17.58097 -38.55386
O 5.15417 -20.69214 -41.47508
H 4.38016 -21.19609 -41.72642
H 5.00294 -20.46114 -40.55857
O -4.81974 -21.17627 -35.51970
H -4.17073 -21.33986 -34.83541
H -4.53615 -20.35875 -35.92894
O -2.31860 -20.67661 -43.79936
H -2.79535 -19.86388 -43.63080
H -1.96645 -20.92967 -42.94603
O -2.13186 -18.07645 -33.86455
H -1.52577 -18.73688 -34.20030
H -1.69923 -17.24128 -34.04219
O -1.73009 -16.53750 -41.38634
H -1.20203 -17.28009 -41.67951
H -2.15192 -16.21387 -42.18231
O -3.22730 -24.80086 -34.18896
H -2.56381 -24.72196 -34.87436
H -3.87742 -25.40212 -34.55235
O 1.72194 -23.68965 -39.79665
H 2.16067 -24.50472 -40.04043
H 2.41651 -23.03109 -39.80620
O -3.26457 -19.02072 -38.61454
H -3.58892 -19.48049 -37.84017
H -3.36646 -19.65074 -39.32793
O 0.16362 -24.78680 -37.51797
H 0.05960 -24.22105 -38.28304
H 0.52867 -24.21383 -36.84366
O -3.34714 -22.14717 -33.51469
H -2.97369 -22.99566 -33.75306
H -2.61551 -21.66138 -33.13395
```


Question: orbital gap of number 2 (C4H36BO26)?
Answer: 10.2 eV


Question: The highest calculated total energy belongs to which entry?
Answer: C2H6N4O2


What did the first record say?
A molecular structure, C2H6N4O2. Source: OMol25; level of theory: ωB97M-V/def2-TZVPD.

Summary:
Calculated total energy (Ha): -448.95086
Net charge: 0
LUMO (eV): 0.173
Spin multiplicity: 1
Orbital gap (eV): 8.0

XYZ file:
```
14
C2H6N4O2 (ωB97M-V/def2-TZVPD)
C -0.78912 -0.26525 -0.01937
C 2.72348 -0.67419 0.14401
H 0.77025 1.68661 -0.35228
H -0.53411 2.87909 -0.01379
H -1.69563 -2.45078 0.11892
H -2.93731 0.42148 -0.09365
H 3.02368 -1.31376 1.12911
H 3.40080 -0.31672 -0.60729
N -0.13833 2.02033 0.19052
N -1.20298 0.99959 0.02163
N -1.69129 -1.10292 0.24558
N 1.58627 -0.26336 -0.59228
O -3.10025 -0.73231 -0.25164
O 0.58454 -0.88781 0.08053
```